[1]
27
Properties=species:S:1:pos:R:3 method="wB97M-V/def2-TZVPD" lumo_ev=-0.150 spin_multiplicity=1 smiles="O=C(c1ccccc1)c1ccn(-c2nnn[nH]2)c1" orbital_gap_ev=9.24 e_above_lowest_kj_mol=0.0
O -0.074 -3.791 0.028
C -0.116 -2.620 0.428
C -1.095 -2.297 1.479
C -2.314 -3.026 1.692
C -3.169 -2.702 2.752
C -2.889 -1.629 3.599
C -1.704 -0.940 3.443
C -0.796 -1.278 2.430
C 0.799 -1.589 -0.148
C 1.883 -1.937 -1.056
C 2.452 -0.738 -1.487
N 1.807 0.305 -0.878
C 2.008 1.689 -1.049
N 1.258 2.613 -0.512
N 1.664 3.826 -0.972
N 2.711 3.701 -1.726
N 2.945 2.361 -1.790
C 0.766 -0.213 -0.097
H -2.593 -3.814 1.059
H -4.089 -3.281 2.910
H -3.526 -1.308 4.405
H -1.457 -0.112 4.133
H 0.153 -0.768 2.453
H 2.118 -2.939 -1.341
H 3.213 -0.669 -2.271
H 3.691 1.909 -2.312
H 0.017 0.387 0.424

[2]
23
Properties=species:S:1:pos:R:3 method="wB97M-V/def2-TZVPD" lumo_ev=-0.354 spin_multiplicity=1 orbital_gap_ev=8.07 e_above_lowest_kj_mol=591.5
C 2.935 -1.489 -1.350
C 1.059 -0.385 -0.278
C 1.989 0.006 0.639
C 1.431 1.227 1.286
C 0.135 1.650 1.041
C -0.627 2.420 1.947
C -0.859 0.883 0.309
C -2.246 0.939 0.548
C -3.123 0.203 -0.195
C -2.615 -0.744 -0.905
C -1.281 -0.947 -0.902
C -0.280 -0.068 -0.407
H 2.891 -1.852 -2.649
H 3.072 -2.561 -0.579
H 3.561 -0.563 -1.162
H 3.089 -0.313 0.898
H 2.067 1.563 2.130
H -2.785 1.458 1.297
H -4.335 -0.044 0.111
H -3.304 -1.604 -1.365
H -0.842 -1.912 -1.417
N -1.417 3.149 2.526
O 1.483 -1.017 -1.523

[3]
23
Properties=species:S:1:pos:R:3 method="wB97M-V/def2-TZVPD" lumo_ev=0.308 spin_multiplicity=1 smiles="C1=C[C@]23C[C@@]2(C=N1)Oc1ccccc13" orbital_gap_ev=8.74 e_above_lowest_kj_mol=238.2
C 3.115 -0.849 0.613
C 1.904 -1.297 0.212
C 0.931 -0.276 -0.263
C 1.397 0.495 -1.548
C 1.367 1.170 -0.217
C 2.680 1.424 0.400
N 3.405 0.466 0.826
O 0.255 1.997 0.071
C -0.837 1.154 0.229
C -2.106 1.667 0.341
C -3.146 0.748 0.396
C -2.900 -0.630 0.426
C -1.554 -1.108 0.221
C -0.499 -0.238 0.089
H 4.037 -1.565 0.851
H 1.568 -2.264 0.038
H 2.339 0.169 -1.841
H 0.606 0.573 -2.361
H 2.954 2.402 0.568
H -2.403 2.642 0.287
H -4.216 1.210 0.421
H -3.653 -1.283 0.490
H -1.319 -2.231 0.129

[4]
85
Properties=species:S:1:pos:R:3 method="wB97M-V/def2-TZVPD" lumo_ev=-2.705 charge=-2 spin_multiplicity=2 s_squared=0.76 orbital_gap_ev=2.49
Na -33.521 -8.776 -12.677
Cu -32.331 -10.319 -21.516
Mg -26.777 -10.676 -15.807
C -29.688 -4.877 -17.536
F -29.698 -4.456 -16.299
F -30.460 -4.094 -18.241
F -28.438 -4.805 -17.935
S -30.275 -6.744 -17.361
O -30.903 -7.188 -18.618
O -29.054 -7.549 -17.111
O -31.260 -6.745 -16.260
C -26.856 -7.164 -10.480
F -25.534 -7.381 -10.646
F -27.081 -6.810 -9.241
F -27.128 -6.172 -11.247
S -27.838 -8.718 -10.919
O -29.211 -8.265 -10.861
O -27.360 -9.148 -12.260
O -27.488 -9.747 -9.899
C -26.544 -14.537 -21.200
F -26.875 -15.200 -20.074
F -25.245 -14.685 -21.354
F -27.369 -14.984 -22.212
S -26.933 -12.597 -20.901
O -25.999 -11.806 -21.759
O -28.352 -12.328 -21.256
O -26.654 -12.364 -19.480
C -20.898 -7.698 -16.900
F -20.684 -8.958 -16.403
F -20.616 -6.823 -15.976
F -20.234 -7.459 -18.002
S -22.723 -7.572 -17.355
O -23.132 -6.258 -16.896
O -22.793 -7.652 -18.836
O -23.479 -8.589 -16.611
C -37.574 -10.904 -17.317
F -36.738 -10.224 -16.423
F -37.237 -12.193 -17.437
F -38.818 -10.944 -16.795
S -37.630 -10.134 -19.181
O -38.373 -11.049 -20.089
O -38.289 -8.833 -19.176
O -36.205 -10.053 -19.506
C -31.746 -15.491 -16.314
F -31.167 -16.039 -15.266
F -31.169 -15.970 -17.385
F -33.057 -15.797 -16.272
S -31.545 -13.559 -16.193
O -30.162 -13.220 -15.952
O -32.059 -12.978 -17.403
O -32.290 -13.183 -15.015
C -29.487 -4.686 -24.759
F -30.255 -4.196 -23.794
F -30.053 -4.724 -25.908
F -28.386 -3.937 -24.800
S -28.957 -6.471 -24.160
O -30.161 -7.261 -23.971
O -27.943 -6.983 -25.089
O -28.126 -6.267 -22.948
Cl -24.112 -2.500 -21.839
C -23.928 -1.299 -20.549
C -25.008 -0.178 -20.495
Cl -24.975 0.707 -22.087
H -22.988 -0.747 -20.535
H -23.892 -1.853 -19.611
H -24.685 0.518 -19.721
H -26.020 -0.536 -20.305
Cl -23.089 0.079 -14.683
C -24.189 -0.983 -13.792
C -25.102 -0.190 -12.865
Cl -24.222 0.628 -11.596
H -23.651 -1.737 -13.217
H -24.782 -1.500 -14.547
H -25.829 -0.866 -12.415
H -25.664 0.609 -13.349
C -36.018 -3.188 -20.202
Cl -35.783 -1.641 -21.119
Cl -35.803 -3.058 -18.435
Cl -34.982 -4.445 -20.965
H -37.036 -3.553 -20.338
C -31.692 1.495 -18.923
Cl -31.191 1.592 -20.613
Cl -32.595 2.902 -18.443
Cl -30.260 1.400 -17.806
H -32.287 0.593 -18.781

Q: Which HOMO energy values were calculated for the entries above? A: -9.4, -8.4, -8.4, -5.2, in eV.